i | 17
Properties=species:S:1:pos:R:3 method="wB97M-V/def2-TZVPD" charge=0 orbital_gap_ev=4.94 e_lumo_ev=-4.654
C 0.38 1.52 -0.03
N 0.93 0.47 -0.86
C 1.31 -0.67 -0.14
O -1.27 -0.16 -1.91
H 0.30 2.48 -0.53
H -0.54 1.12 0.44
H 1.09 1.57 0.81
H 0.12 0.25 -1.57
H 0.50 -1.21 0.40
H 2.14 -0.47 0.53
H 1.78 -1.39 -0.83
H -1.32 -0.67 1.13
H -2.06 -0.40 -0.27
O -2.16 -0.57 0.65
H -1.38 -0.12 -2.88
H 0.06 -1.13 2.93
O 0.13 -0.64 2.13

***

ii | 17
Properties=species:S:1:pos:R:3 method="wB97M-V/def2-TZVPD" charge=0 orbital_gap_ev=9.69 e_lumo_ev=0.395
C 0.52 -0.99 0.47
O 0.12 -0.03 1.45
C 1.92 -0.61 -0.08
N 2.21 -1.69 -1.08
H 0.59 -1.86 1.15
H -0.16 -1.26 -0.33
H -0.80 0.23 1.41
H 2.14 0.35 -0.53
H 2.54 -0.70 0.82
H 3.01 -1.40 -1.62
H 1.37 -1.82 -1.61
H -2.33 1.11 -0.88
H -1.41 0.09 -1.56
O -1.87 0.93 -1.72
H -3.12 2.01 1.69
H -2.27 3.27 1.33
O -2.47 2.39 1.08

***

Stability, descending: ii, i

***

i | 17
Properties=species:S:1:pos:R:3 method="wB97M-V/def2-TZVPD" charge=0 orbital_gap_ev=10.63 e_lumo_ev=0.490
C 1.73 0.55 0.69
C 0.05 1.31 -0.68
N 0.97 0.35 -0.53
H 1.32 0.06 1.59
H 1.85 1.66 0.97
H 2.58 0.07 0.47
H -0.85 1.20 -1.29
H -0.05 2.10 0.03
H 6.14 -1.28 0.72
H 5.64 -2.50 -0.18
O 5.49 -2.10 0.72
H -4.24 0.44 -0.72
H -3.92 1.68 -1.58
O -4.46 0.88 -1.53
H -4.23 -2.01 -0.05
H -3.65 -1.26 1.01
O -4.35 -1.15 0.37

***

ii | 17
Properties=species:S:1:pos:R:3 method="wB97M-V/def2-TZVPD" charge=0 orbital_gap_ev=9.39 e_lumo_ev=0.188
C -0.65 1.33 -0.74
O -0.17 0.72 -1.93
C 0.41 1.33 0.35
N 0.02 2.04 1.56
H -0.95 2.37 -0.92
H -1.59 0.88 -0.45
H -0.37 -0.23 -1.83
H 0.76 0.31 0.51
H 1.29 1.82 -0.09
H 0.03 1.41 2.35
H 0.57 2.85 1.79
H 0.09 -2.53 -0.85
H 0.99 -1.52 -1.62
O 0.11 -1.91 -1.60
H -0.96 -2.93 1.24
H 0.55 -2.75 1.38
O -0.12 -3.19 0.85

***

Stability, descending: ii, i

***

i | 21
Properties=species:S:1:pos:R:3 method="wB97M-V/def2-TZVPD" charge=0 orbital_gap_ev=10.15 e_lumo_ev=0.535
N 0.86 3.39 -0.56
C 1.33 2.01 -0.64
C 0.67 1.09 0.31
C 1.16 -0.34 0.03
N 0.69 -1.52 0.99
H -0.11 3.36 -0.05
H 0.43 3.59 -1.43
H 1.12 1.55 -1.72
H 2.43 1.99 -0.60
H -0.38 1.15 0.44
H 1.08 1.26 1.31
H 0.96 -0.62 -1.02
H 2.25 -0.32 0.17
H 1.40 -1.55 1.71
H 0.68 -2.53 0.74
H -1.87 -3.02 -0.51
H -0.29 -2.76 -0.49
O -0.98 -3.36 -0.79
H -3.39 -0.85 -0.09
H -2.43 0.23 0.58
O -2.98 -0.53 0.76

***

ii | 21
Properties=species:S:1:pos:R:3 method="wB97M-V/def2-TZVPD" charge=0 orbital_gap_ev=10.04 e_lumo_ev=0.613
N -1.02 -1.43 -0.61
C 0.15 -0.44 -0.41
C 0.78 -0.42 -1.77
C 0.89 -0.61 0.90
N 0.10 0.08 2.03
H -1.82 -1.13 -0.03
H -1.15 -1.39 -1.70
H -0.26 0.53 -0.16
H 1.62 0.18 -1.65
H 0.08 -0.06 -2.50
H 1.03 -1.50 -2.18
H 0.79 -1.71 0.97
H 1.91 -0.60 1.15
H 0.09 -0.57 2.88
H 0.84 0.74 2.34
H -5.13 0.67 0.39
H -3.72 0.44 -0.25
O -4.51 0.98 -0.29
H 2.67 1.44 0.45
H 3.81 2.39 0.01
O 2.86 2.37 0.43

***

Stability, descending: i, ii